69
Properties=species:S:1:pos:R:3:forces:R:3:nbo_charge:R:1 method="wB97M-V/def2-TZVPD" lumo_ev=-0.912 e_homo_ha=-0.3179 total_energy_ev=-84359.530 e_above_lowest_kcal_mol=14.2
C 2.8841 -2.4599 -2.6286 0.0114 -0.0330 -0.0220 -0.1543
C -3.3081 5.1154 0.1370 0.0262 -0.0037 0.0164 -0.2118
C -1.4955 3.5324 0.0207 -0.0935 -0.0038 -0.0795 -0.3933
C 1.4928 1.6822 0.7823 -0.2196 0.0597 0.1746 0.8154
H 1.3272 3.3535 -0.5719 0.0385 -0.0182 0.0291 0.2635
C -1.1345 2.1434 -2.4888 0.0537 0.0227 -0.0392 -0.4025
N 1.6041 -2.0452 -0.1249 -0.1619 0.1085 0.1125 -0.3726
C 1.8186 -1.1503 -4.8369 0.0094 0.0052 0.0167 -0.2316
C -1.6607 2.2441 -5.2116 -0.0009 -0.0009 0.0007 -0.1921
O 2.5697 1.8896 1.2651 0.0586 0.0271 -0.0410 -0.5594
C -0.8924 4.1545 1.1103 0.0066 0.0219 0.0563 -0.1266
C -0.6950 -1.5901 3.4526 -0.1228 0.0320 -0.2344 0.4478
H -0.6664 4.1489 -5.1799 -0.0027 -0.0002 -0.0021 0.2177
C -0.7267 3.2458 -3.2395 0.0299 -0.0224 -0.0239 -0.1252
H -0.2102 4.0702 -2.7611 -0.0004 -0.0023 0.0085 0.2076
O -2.3100 1.0517 1.5947 -0.3878 -0.6614 -0.7779 -1.0715
H -2.1612 0.2566 -2.5158 0.0041 0.0040 0.0076 0.2482
Ta -0.8993 -0.2583 0.6480 2.4024 0.7259 0.3820 2.3592
H -3.1952 3.5195 -1.2908 0.0025 0.0033 0.0116 0.2393
O 0.5743 0.9012 1.3613 -0.0857 0.0392 -0.0760 -0.7803
C 0.4931 -2.7297 5.6883 0.0707 -0.0158 -0.0249 -0.2496
H -1.8675 2.2840 -6.2735 0.0024 -0.0030 -0.0010 0.2168
H -3.5253 -3.8653 1.2086 0.0369 -0.0232 -0.0315 0.5217
P -0.7679 2.0521 -0.7250 -0.2138 -0.0566 0.0605 1.0707
H -3.1671 6.5943 1.6849 0.0025 0.0006 0.0038 0.2156
C -2.7119 4.0153 -0.4590 -0.0003 0.0164 -0.0353 -0.1776
C 1.1686 -2.7199 4.4852 -0.0292 0.0040 0.0459 -0.1284
C 1.2925 -0.9161 -3.5749 0.0203 0.0071 -0.0081 -0.1206
O -3.9286 -0.8286 1.1372 -0.1384 -0.0039 -0.0048 -1.0886
O -3.6596 1.0518 -0.5543 -0.2966 0.1128 0.0410 -1.1140
H 1.5373 1.7756 -1.3381 -0.0158 0.0255 -0.0396 0.2845
H 3.2868 -2.2169 -5.9792 -0.0013 0.0032 0.0002 0.2144
H 2.1759 -2.7633 2.0124 -0.0045 -0.0149 0.0003 0.2103
C 1.2360 -1.3358 -1.1301 -0.1871 -0.2824 -0.3956 0.5855
H -1.3234 -2.2032 6.7029 0.0088 0.0000 0.0047 0.2189
C -2.0783 1.1522 -4.4654 -0.0005 0.0009 0.0037 -0.2039
H -1.0175 5.7286 2.5529 -0.0048 0.0038 0.0016 0.2180
C -1.8181 1.0988 -3.1025 -0.0454 -0.0006 -0.0010 -0.1650
C 1.2348 -2.2235 2.0744 -0.0687 -0.1005 0.1101 0.2163
H 0.0419 3.7903 1.5195 0.0079 -0.0273 -0.0261 0.2086
H -4.2507 5.4865 -0.2440 -0.0003 0.0007 -0.0028 0.2167
C -1.3938 -1.6193 4.6534 0.1205 -0.0547 0.1217 -0.2745
C 2.8752 -2.0344 -4.9948 -0.0048 0.0049 -0.0172 -0.1912
H -2.6143 0.3402 -4.9389 0.0009 0.0009 -0.0003 0.2225
O -1.2418 -1.0281 2.3780 -0.1233 -0.1448 0.2467 -0.7643
C -0.7888 -2.1858 5.7618 -0.0849 0.0335 -0.0194 -0.1550
O 0.2765 -0.4393 -1.0498 -0.3815 -0.0198 0.2729 -0.7871
H 2.1583 -3.1526 4.4034 0.0006 -0.0039 0.0023 0.2163
H -2.3842 -1.1888 4.6967 -0.0049 0.0091 -0.0137 0.2354
H 1.4014 -0.6388 -5.6947 0.0009 -0.0019 -0.0026 0.2162
P -3.4236 -2.0219 0.1685 -0.0692 0.5112 -0.2903 2.5711
H -5.6272 1.4592 1.2983 0.0199 0.0354 -0.0159 0.5187
O -2.9073 -3.1240 1.1864 -0.0306 -0.0240 0.1507 -0.9843
P -3.6502 0.7699 0.8925 -0.0103 -0.0613 -0.2965 2.5514
O -2.0782 -1.4138 -0.4194 -0.5844 -0.2731 0.6628 -1.0771
C -0.9864 3.2937 -4.5992 0.0017 -0.0020 0.0080 -0.2343
H 4.2357 -3.3729 -4.0118 -0.0020 -0.0012 -0.0029 0.2159
C 3.4081 -2.6865 -3.8893 0.0057 -0.0001 0.0280 -0.2168
O -4.7759 1.4566 1.7535 0.0103 -0.0185 0.1894 -0.9697
N 0.7887 -1.7359 0.9727 0.1308 -0.1182 -0.1511 -0.3647
C 1.0294 2.3067 -0.5317 0.0901 -0.0258 -0.0736 -0.8599
H 0.9526 -3.1612 6.5665 -0.0089 -0.0040 0.0038 0.2207
O -4.4312 -2.5106 -0.7609 0.0426 0.0300 -0.0752 -1.0732
H 0.4708 -0.2263 -3.4429 -0.0220 0.0016 -0.0031 0.2226
C -2.6999 5.7360 1.2197 -0.0139 -0.0076 -0.0076 -0.1931
C 0.5773 -2.1523 3.3533 0.0684 -0.0432 -0.0532 -0.2262
C -1.4943 5.2531 1.7059 0.0061 -0.0032 -0.0008 -0.2265
H 3.2884 -2.9621 -1.7607 -0.0074 0.0012 0.0001 0.2328
C 1.8194 -1.5760 -2.4696 0.1387 0.2289 0.1160 -0.1530